1.
176
Properties=species:S:1:pos:R:3:mulliken_charge:R:1 method="wB97M-V/def2-TZVPD" molar_mass_g_mol=1376.17 smiles="CCC(=O)OCCN(C(F)(F)C(F)(F)C(F)(F)F)[C@](CP(=O)(O)O)(c1ccncc1)[C@@](S)(CCCCO)O[C@@](N=C=O)(P(C)O)P(O)I.CC(C)O.CC(C)O.CC(C)O.CC(C)O.CC(C)O.CC(C)O.CC(C)O.CC(C)O" orbital_gap_ev=7.26 energy_ev=-157433.91442
C -7.437 0.742 -1.488 -0.793
C -6.418 1.048 -2.736 -0.391
C -5.033 0.305 -2.318 0.395
O -4.764 -0.739 -2.998 -0.597
O -4.203 0.766 -1.227 -0.205
C -2.813 0.716 -1.768 -0.928
C -1.842 1.712 -0.999 -0.229
N -1.042 1.321 0.200 1.001
C -0.965 -0.023 0.499 0.779
F -0.352 -0.550 -0.758 -0.390
F -2.356 -0.517 0.659 -0.387
C -0.356 -1.055 1.490 0.327
F 1.022 -1.107 1.796 0.015
F -0.465 -2.353 0.785 -0.354
C -1.178 -1.520 2.819 0.521
F -2.115 -2.591 2.559 -0.255
F -1.903 -0.539 3.490 -0.215
F -0.201 -2.217 3.627 -0.178
C -0.471 2.510 0.934 0.020
C -1.648 2.780 2.046 -0.599
P -1.643 4.183 3.217 1.028
O -3.133 4.674 3.281 -0.824
O -1.324 3.871 4.878 -0.507
O -0.811 5.628 2.851 -0.524
C -0.484 3.799 -0.066 0.651
C 0.458 4.055 -1.280 -0.472
C 0.403 5.248 -2.267 -0.570
N -0.595 6.261 -2.156 -0.492
C -1.534 6.055 -1.096 -0.704
C -1.603 4.930 -0.040 -0.665
C 0.999 2.288 1.640 0.922
S 2.062 1.454 0.301 -0.200
C 1.839 3.592 1.990 -0.156
C 2.519 4.548 0.945 0.018
C 3.818 5.310 1.596 -0.257
C 5.189 5.022 0.803 -0.601
O 6.289 5.169 1.775 -0.449
O 0.780 1.538 2.821 0.185
C 1.467 1.547 4.010 0.412
N 1.460 2.807 4.887 -0.103
C 2.703 3.082 5.275 0.379
O 3.704 3.851 5.323 -0.532
P 0.677 0.338 5.335 0.072
C -0.888 1.040 6.084 -0.829
O 1.802 0.377 6.676 -0.495
P 3.301 0.939 4.134 -0.111
O 4.210 1.206 2.721 -0.412
I 3.371 -1.562 4.305 0.091
H -8.543 0.875 -1.769 0.233
H -7.171 -0.342 -1.167 0.262
H -7.078 1.440 -0.640 0.260
H -6.822 0.574 -3.713 0.264
H -6.283 2.166 -2.932 0.304
H -2.944 1.038 -2.877 0.605
H -2.542 -0.387 -1.800 0.200
H -2.638 2.533 -0.776 0.201
H -1.149 2.005 -1.885 0.040
H -2.610 2.841 1.396 0.563
H -1.756 1.794 2.616 0.104
H -0.592 4.486 5.155 0.319
H -0.070 5.807 3.479 0.306
H 1.298 3.294 -1.511 0.419
H 1.178 5.350 -3.119 0.307
H -2.367 6.857 -1.031 0.320
H -2.462 4.923 0.707 0.341
H 2.755 0.384 0.806 0.032
H 1.244 4.216 2.755 -0.525
H 2.785 3.286 2.605 0.058
H 1.784 5.409 0.683 0.038
H 2.882 4.133 -0.050 0.269
H 3.636 6.452 1.532 0.220
H 3.968 5.071 2.705 0.243
H 5.268 3.983 0.330 0.274
H 5.353 5.885 0.044 0.254
H 6.317 4.334 2.292 0.234
H -1.408 0.248 6.747 0.433
H -1.638 1.355 5.280 0.087
H -0.614 1.905 6.810 0.284
H 1.399 -0.235 7.340 0.355
H 4.678 0.379 2.419 0.291
C 3.148 -5.785 0.288 -1.353
C 4.168 -5.509 1.381 0.501
C 3.683 -6.015 2.731 -0.868
O 4.410 -4.106 1.460 -0.455
H 2.202 -5.275 0.498 0.263
H 3.505 -5.406 -0.674 0.317
H 2.953 -6.856 0.191 0.397
H 5.118 -5.990 1.128 0.319
H 2.756 -5.513 3.026 0.264
H 4.421 -5.800 3.509 -0.019
H 3.504 -7.093 2.707 0.406
H 3.575 -3.672 1.684 0.214
C -11.548 -1.882 -3.827 -1.204
C -11.196 -0.961 -2.669 0.455
C -12.395 -0.131 -2.239 -1.318
O -10.133 -0.093 -3.061 -0.478
H -11.867 -1.306 -4.701 0.358
H -10.675 -2.465 -4.134 0.208
H -12.350 -2.573 -3.552 0.382
H -10.837 -1.555 -1.824 0.253
H -12.743 0.506 -3.058 0.328
H -12.124 0.535 -1.414 0.328
H -13.222 -0.768 -1.917 0.381
H -10.441 0.436 -3.809 0.299
C 7.826 4.315 5.471 -1.165
C 8.524 3.416 4.462 0.475
C 10.013 3.309 4.753 -1.432
O 8.335 3.941 3.149 -0.504
H 8.231 5.331 5.435 0.337
H 6.759 4.392 5.242 0.249
H 7.939 3.930 6.487 0.395
H 8.073 2.420 4.483 0.242
H 10.494 4.291 4.693 0.360
H 10.504 2.670 4.014 0.341
H 10.192 2.894 5.749 0.381
H 8.730 4.823 3.119 0.325
C -4.610 -4.759 -4.051 -1.029
C -5.960 -4.620 -3.366 0.305
C -7.034 -4.167 -4.344 -1.242
O -5.857 -3.675 -2.305 -0.485
H -4.281 -3.800 -4.463 0.267
H -3.846 -5.073 -3.334 0.254
H -4.651 -5.491 -4.862 0.360
H -6.248 -5.578 -2.923 0.355
H -6.788 -3.187 -4.766 0.294
H -7.996 -4.060 -3.835 0.281
H -7.149 -4.882 -5.163 0.402
H -5.602 -2.824 -2.689 0.265
C 0.546 -6.918 -4.972 -1.081
C -0.233 -5.621 -4.819 0.438
C -0.367 -5.224 -3.357 -1.336
O -1.531 -5.777 -5.388 -0.427
H 0.035 -7.742 -4.464 0.326
H 0.624 -7.197 -6.026 0.046
H 1.554 -6.825 -4.559 0.399
H 0.271 -4.822 -5.371 0.279
H -0.910 -5.990 -2.793 0.333
H -0.939 -4.297 -3.261 0.297
H 0.613 -5.080 -2.895 0.405
H -1.986 -6.482 -4.906 0.297
C -2.712 -8.308 -8.595 -1.082
C -1.645 -7.611 -9.424 0.287
C -0.257 -8.144 -9.104 -0.780
O -1.685 -6.210 -9.165 -0.567
H -2.546 -8.142 -7.525 0.200
H -3.702 -7.907 -8.827 0.310
H -2.717 -9.385 -8.784 0.364
H -1.857 -7.752 -10.488 0.317
H -0.006 -7.972 -8.053 -0.044
H 0.500 -7.625 -9.699 0.303
H -0.189 -9.216 -9.309 0.375
H -1.499 -6.075 -8.223 0.345
C 1.349 9.907 -1.731 -1.297
C 1.361 9.402 -0.296 0.575
C 1.575 10.540 0.690 -1.462
O 2.403 8.439 -0.142 -0.418
H 2.304 10.376 -1.989 0.368
H 1.206 9.077 -2.428 0.282
H 0.549 10.636 -1.885 0.380
H 0.416 8.898 -0.076 0.179
H 2.538 11.031 0.517 0.368
H 1.594 10.160 1.716 0.325
H 0.782 11.288 0.608 0.398
H 3.244 8.876 -0.335 0.308
C 5.940 -4.674 5.817 -1.199
C 6.999 -3.967 4.985 0.616
C 8.390 -4.496 5.295 -1.424
O 6.954 -2.567 5.251 -0.480
H 6.111 -4.512 6.887 0.421
H 4.946 -4.276 5.593 0.178
H 5.938 -5.750 5.623 0.348
H 6.782 -4.103 3.922 0.148
H 8.647 -4.328 6.347 0.356
H 9.142 -3.971 4.699 0.336
H 8.462 -5.566 5.085 0.372
H 7.144 -2.435 6.190 0.327

=====

2.
14
Properties=species:S:1:pos:R:3:nbo_charge:R:1 method="wB97M-V/def2-TZVPD" molar_mass_g_mol=116.10 e_above_lowest_kcal_mol=120.8 total_charge=+1 orbital_gap_ev=10.16 energy_ev=-11760.99994
C 0.224 1.201 -0.613 0.074
C 0.495 -2.226 0.118 0.255
C -0.653 0.325 -0.127 0.119
N 1.503 -2.768 -0.026 -0.618
N -1.784 -0.139 0.096 0.300
N 0.868 2.147 0.059 -0.713
O -2.028 -1.343 0.639 -0.526
O -2.942 0.499 -0.203 -0.479
H 0.579 1.005 -1.624 0.257
H -1.170 -1.883 0.611 0.494
H 2.371 -3.246 -0.144 0.471
H 0.611 2.379 1.007 0.420
H -3.697 -0.058 0.070 0.517
H 1.604 2.674 -0.379 0.428